(1)
This record from the Open Molecules 2025 dataset describes 3 unconnected molecules or ions with the total composition C28H62Br2F4N11O10P2S at a distorted geometry. The level of theory is ωB97M-V/def2-TZVPD.

## Properties
HOMO level: -0.3471 hartree
LUMO energy: -3.242 eV
total charge: +1

Each atom is followed by the atoms it is bonded to, with distances in Å.
Atoms and positions in Å:
1 C -5.823 -0.555 -1.450  C2 1.556, H37 1.104, H38 1.106, H39 1.105
2 C -5.775 -1.779 -0.490  C1 1.556, O3 1.450, H40 1.101, H41 1.109
3 O -4.572 -1.684 0.313  C2 1.450, C4 1.424
4 C -3.470 -1.747 -0.587  O3 1.424, C5 1.563, H42 1.113, H43 1.110
5 C -2.302 -2.462 0.167  C4 1.563, O6 1.436, H44 1.104, H45 1.105
6 O -1.079 -2.154 -0.519  C5 1.436, C7 1.429
7 C -0.199 -1.501 0.398  O6 1.429, C8 1.566, H46 1.108, H47 1.106
8 C -0.599 0.000 0.594  C7 1.566, O9 1.449, H48 1.107, H49 1.102
9 O 0.291 0.796 -0.228  C8 1.449, C10 1.404
10 C -0.414 1.419 -1.270  O9 1.404, N11 1.474, H50 1.110, H51 1.104
11 N 0.543 2.303 -1.958  C10 1.474, C12 1.337, N33 1.340
12 C 0.943 3.380 -1.274  N11 1.337, C13 1.503, N22 1.351
13 C 0.519 3.839 0.093  C12 1.503, C14 1.564, H52 1.105, H53 1.103
14 C -0.856 4.584 0.076  C13 1.564, C15 1.543, H54 1.107, H55 1.104
15 C -1.819 4.163 1.206  C14 1.543, F16 1.379, Br17 1.963, C18 1.571
16 F -2.451 2.989 0.851  C15 1.379
17 Br -0.919 3.954 2.937  C15 1.963
18 C -2.936 5.252 1.391  C15 1.571, F19 1.348, F20 1.335, Br21 1.973
19 F -2.349 6.381 1.836  C18 1.348
20 F -3.634 5.456 0.272  C18 1.335
21 Br -4.190 4.711 2.814  C18 1.973
22 N 1.836 4.001 -2.076  C12 1.351, C23 1.328
23 C 1.928 3.300 -3.200  N22 1.328, N24 1.364, N33 1.356
24 N 2.743 3.665 -4.230  C23 1.364, C25 1.450, S29 1.716
25 C 2.902 3.017 -5.518  N24 1.450, O26 1.444, H56 1.106, H57 1.100
26 O 3.505 1.710 -5.402  C25 1.444, N27 1.409
27 N 4.473 1.709 -4.379  O26 1.409, O28 1.164
28 O 4.608 0.617 -3.999  N27 1.164
29 S 3.683 5.068 -3.928  N24 1.716, O30 1.418, O31 1.420, F32 1.579
30 O 4.526 4.823 -2.814  S29 1.418
31 O 4.438 5.422 -5.078  S29 1.420
32 F 2.683 6.260 -3.657  S29 1.579
33 N 1.123 2.209 -3.163  N11 1.340, C23 1.356, C34 1.466
34 C 0.831 1.074 -4.043  N33 1.466, C35 1.585, H58 1.109, H59 1.093
35 C 1.541 -0.224 -3.476  C34 1.585, O36 1.427, H60 1.102, H61 1.103
36 O 0.597 -1.140 -2.923  C35 1.427, H62 0.969
37 H -5.326 0.317 -0.990  C1 1.104
38 H -5.293 -0.763 -2.398  C1 1.106
39 H -6.873 -0.316 -1.701  C1 1.105
40 H -6.645 -1.825 0.184  C2 1.101
41 H -5.737 -2.726 -1.065  C2 1.109
42 H -3.173 -0.734 -0.938  C4 1.113
43 H -3.703 -2.345 -1.493  C4 1.110
44 H -2.320 -2.129 1.219  C5 1.104
45 H -2.528 -3.543 0.156  C5 1.105
46 H -0.124 -2.020 1.374  C7 1.108
47 H 0.813 -1.544 -0.046  C7 1.106
48 H -0.360 0.253 1.645  C8 1.107
49 H -1.667 0.182 0.394  C8 1.102
50 H -1.218 2.072 -0.869  C10 1.110
51 H -0.907 0.676 -1.922  C10 1.104
52 H 1.277 4.561 0.448  C13 1.105
53 H 0.529 2.990 0.797  C13 1.103
54 H -1.366 4.355 -0.880  C14 1.107
55 H -0.744 5.682 0.109  C14 1.104
56 H 1.895 2.912 -5.963  C25 1.106
57 H 3.500 3.583 -6.246  C25 1.100
58 H -0.253 0.864 -3.944  C34 1.109
59 H 1.009 1.238 -5.110  C34 1.093
60 H 2.211 0.075 -2.653  C35 1.102
61 H 2.100 -0.755 -4.265  C35 1.103
62 H -0.128 -1.254 -3.556  O36 0.969
63 O 6.500 3.164 1.980  P64 1.526
64 P 7.856 3.046 1.291  O63 1.526, N65 1.728, N68 1.713, N71 1.792
65 N 7.475 4.045 -0.066  P64 1.728, C66 1.451, C67 1.458
66 C 6.400 3.702 -0.978  N65 1.451, H74 1.087, H75 1.098, H76 1.089
67 C 7.380 5.455 0.293  N65 1.458, H77 1.096, H78 1.096, H79 1.092
68 N 7.777 1.360 0.993  P64 1.713, C69 1.444, C70 1.460
69 C 7.740 0.726 -0.304  N68 1.444, H80 1.098, H81 1.094, H82 1.090
70 C 7.002 0.566 1.941  N68 1.460, H83 1.098, H84 1.089, H85 1.093
71 N 9.558 2.966 0.736  P64 1.792, C72 1.473, C73 1.455
72 C 10.486 3.336 1.818  N71 1.473, H86 1.095, H87 1.092, H88 1.095
73 C 10.063 3.498 -0.521  N71 1.455, H89 1.096, H90 1.087, H91 1.095
74 H 6.383 4.396 -1.815  C66 1.087
75 H 5.414 3.720 -0.495  C66 1.098
76 H 6.551 2.722 -1.428  C66 1.089
77 H 8.276 5.766 0.844  C67 1.096
78 H 6.507 5.656 0.925  C67 1.096
79 H 7.323 6.084 -0.598  C67 1.092
80 H 6.724 0.701 -0.718  C69 1.098
81 H 8.089 -0.309 -0.229  C69 1.094
82 H 8.402 1.203 -1.026  C69 1.090
83 H 5.926 0.615 1.729  C70 1.098
84 H 7.165 0.911 2.961  C70 1.089
85 H 7.312 -0.482 1.912  C70 1.093
86 H 10.461 4.413 2.016  C72 1.095
87 H 11.511 3.048 1.578  C72 1.092
88 H 10.213 2.816 2.742  C72 1.095
89 H 10.107 4.593 -0.532  C73 1.096
90 H 9.473 3.172 -1.375  C73 1.087
91 H 11.076 3.120 -0.688  C73 1.095
92 O -4.762 -5.383 2.977  P93 1.528
93 P -6.270 -5.293 2.747  O92 1.528, N94 1.729, N97 1.716, N100 1.799
94 N -6.695 -6.438 3.970  P93 1.729, C95 1.454, C96 1.459
95 C -6.205 -7.806 3.937  N94 1.454, H103 1.093, H104 1.096, H105 1.087
96 C -6.534 -5.894 5.314  N94 1.459, H106 1.097, H107 1.096, H108 1.092
97 N -6.234 -5.932 1.155  P93 1.716, C98 1.446, C99 1.460
98 C -6.807 -7.190 0.729  N97 1.446, H109 1.096, H110 1.095, H111 1.089
99 C -5.037 -5.662 0.364  N97 1.460, H112 1.098, H113 1.091, H114 1.094
100 N -8.023 -5.019 2.454  P93 1.799, C101 1.471, C102 1.456
101 C -8.353 -3.587 2.520  N100 1.471, H115 1.095, H116 1.092, H117 1.095
102 C -9.112 -5.778 3.054  N100 1.456, H118 1.095, H119 1.087, H120 1.095
103 H -6.667 -8.387 4.739  C95 1.093
104 H -5.116 -7.869 4.048  C95 1.096
105 H -6.491 -8.313 3.019  C95 1.087
106 H -7.050 -4.930 5.397  C96 1.097
107 H -5.479 -5.736 5.565  C96 1.096
108 H -6.979 -6.555 6.061  C96 1.092
109 H -6.136 -8.033 0.928  C98 1.096
110 H -7.000 -7.172 -0.349  C98 1.095
111 H -7.772 -7.392 1.191  C98 1.089
112 H -4.221 -6.351 0.620  C99 1.098
113 H -4.688 -4.642 0.524  C99 1.091
114 H -5.243 -5.756 -0.706  C99 1.094
115 H -8.331 -3.217 3.551  C101 1.095
116 H -9.340 -3.386 2.097  C101 1.092
117 H -7.628 -3.008 1.938  C101 1.095
118 H -9.252 -5.553 4.117  C102 1.095
119 H -8.976 -6.851 2.948  C102 1.087
120 H -10.045 -5.536 2.535  C102 1.095

(2)
This record from the Open Molecules 2025 dataset describes 5 unconnected molecules or ions with the total composition C28H62FN2O2 at a distorted geometry. The level of theory is ωB97M-V/def2-TZVPD.

## Properties
energy above the lowest of the compared OMol25 structures with the same formula, charge and spin: 3.358 eV
HOMO level: -0.1654 hartree
LUMO energy: 2.504 eV
total charge: -1

Each atom is followed by the atoms it is bonded to, with distances in Å.
Atoms and positions in Å:
1 N 4.029 -0.191 3.511  C2 1.391, H10 1.065
2 C 3.681 1.052 2.993  N1 1.391, C3 1.671, H11 1.180
3 C 2.340 1.229 2.012  C2 1.671, N4 1.519, H12 1.191, H13 1.182
4 N 1.670 -0.134 1.991  C3 1.519, C5 1.520, H14 1.043
5 C 0.160 0.028 1.934  N4 1.520, F6 1.489, C7 1.662, H15 1.171
6 F -0.408 -1.268 1.469  C5 1.489
7 C -0.316 0.416 3.478  C5 1.662, O8 1.344, O9 1.499
8 O -0.015 -0.311 4.567  C7 1.344
9 O -1.088 1.695 3.597  C7 1.499
10 H 4.913 -0.097 4.097  N1 1.065
11 H 4.374 1.951 3.314  C2 1.180
12 H 2.736 1.511 0.925  C3 1.191
13 H 1.637 2.101 2.390  C3 1.182
14 H 2.049 -0.659 1.173  N4 1.043
15 H -0.110 0.920 1.224  C5 1.171
16 C 0.056 1.425 -2.068  C17 1.521, H22 1.094, H23 1.095, H24 1.094
17 C 1.291 0.539 -2.028  C16 1.521, C18 1.530, H25 1.094, H26 1.097
18 C 2.567 1.262 -2.465  C17 1.530, C19 1.533, H27 1.096, H28 1.098
19 C 2.568 1.766 -3.913  C18 1.533, C20 1.531, H29 1.098, H30 1.096
20 C 2.337 0.690 -4.978  C19 1.531, C21 1.521, H31 1.097, H32 1.095
21 C 3.421 -0.376 -4.998  C20 1.521, H33 1.095, H34 1.095, H35 1.094
22 H -0.161 1.769 -3.084  C16 1.094
23 H -0.819 0.870 -1.713  C16 1.095
24 H 0.184 2.302 -1.426  C16 1.094
25 H 1.123 -0.353 -2.640  C17 1.094
26 H 1.429 0.182 -1.000  C17 1.097
27 H 3.419 0.592 -2.310  C18 1.096
28 H 2.734 2.119 -1.801  C18 1.098
29 H 3.530 2.257 -4.107  C19 1.098
30 H 1.805 2.544 -4.030  C19 1.096
31 H 2.309 1.176 -5.961  C20 1.097
32 H 1.359 0.219 -4.842  C20 1.095
33 H 4.404 0.071 -5.181  C21 1.095
34 H 3.224 -1.098 -5.797  C21 1.095
35 H 3.463 -0.929 -4.055  C21 1.094
36 C 5.790 -1.116 0.390  C37 1.521, H42 1.094, H43 1.095, H44 1.094
37 C 5.658 -2.573 -0.026  C36 1.521, C38 1.530, H45 1.094, H46 1.097
38 C 5.347 -3.508 1.145  C37 1.530, C39 1.533, H47 1.096, H48 1.098
39 C 6.424 -3.571 2.234  C38 1.533, C40 1.531, H49 1.098, H50 1.096
40 C 7.816 -3.989 1.752  C39 1.531, C41 1.521, H51 1.097, H52 1.095
41 C 7.851 -5.393 1.169  C40 1.521, H53 1.095, H54 1.095, H55 1.094
42 H 6.623 -0.968 1.084  C36 1.094
43 H 5.977 -0.489 -0.489  C36 1.095
44 H 4.873 -0.762 0.869  C36 1.094
45 H 6.568 -2.892 -0.543  C37 1.094
46 H 4.845 -2.652 -0.759  C37 1.097
47 H 5.165 -4.514 0.751  C38 1.096
48 H 4.404 -3.193 1.610  C38 1.098
49 H 6.091 -4.273 3.009  C39 1.098
50 H 6.502 -2.595 2.727  C39 1.096
51 H 8.505 -3.948 2.604  C40 1.097
52 H 8.197 -3.275 1.015  C40 1.095
53 H 7.517 -6.130 1.908  C41 1.095
54 H 8.872 -5.652 0.872  C41 1.095
55 H 7.216 -5.481 0.283  C41 1.094
56 C -6.544 4.562 2.950  C57 1.521, H62 1.094, H63 1.095, H64 1.094
57 C -5.309 3.675 2.990  C56 1.521, C58 1.530, H65 1.094, H66 1.097
58 C -4.033 4.398 2.553  C57 1.530, C59 1.533, H67 1.096, H68 1.098
59 C -4.032 4.902 1.105  C58 1.533, C60 1.531, H69 1.098, H70 1.096
60 C -4.263 3.827 0.040  C59 1.531, C61 1.521, H71 1.097, H72 1.095
61 C -3.179 2.760 0.020  C60 1.521, H73 1.095, H74 1.095, H75 1.094
62 H -6.761 4.906 1.935  C56 1.094
63 H -7.419 4.006 3.305  C56 1.095
64 H -6.416 5.438 3.593  C56 1.094
65 H -5.477 2.783 2.378  C57 1.094
66 H -5.171 3.319 4.019  C57 1.097
67 H -3.181 3.728 2.708  C58 1.096
68 H -3.866 5.256 3.217  C58 1.098
69 H -3.070 5.394 0.911  C59 1.098
70 H -4.795 5.681 0.989  C59 1.096
71 H -4.291 4.313 -0.943  C60 1.097
72 H -5.241 3.355 0.176  C60 1.095
73 H -2.196 3.208 -0.162  C61 1.095
74 H -3.376 2.039 -0.779  C61 1.095
75 H -3.137 2.208 0.963  C61 1.094
76 C -3.690 -0.797 0.364  C77 1.521, H82 1.094, H83 1.095, H84 1.094
77 C -4.108 -2.191 -0.080  C76 1.521, C78 1.530, H85 1.094, H86 1.097
78 C -4.202 -2.336 -1.600  C77 1.530, C79 1.533, H87 1.096, H88 1.098
79 C -5.250 -1.445 -2.277  C78 1.533, C80 1.531, H89 1.098, H90 1.096
80 C -6.684 -1.624 -1.772  C79 1.531, C81 1.521, H91 1.097, H92 1.095
81 C -7.233 -3.022 -2.012  C80 1.521, H93 1.095, H94 1.095, H95 1.094
82 H -4.421 -0.041 0.063  C76 1.094
83 H -3.604 -0.759 1.455  C76 1.095
84 H -2.718 -0.527 -0.062  C76 1.094
85 H -5.058 -2.457 0.393  C77 1.094
86 H -3.368 -2.910 0.293  C77 1.097
87 H -4.405 -3.386 -1.839  C78 1.096
88 H -3.222 -2.112 -2.040  C78 1.098
89 H -5.226 -1.642 -3.357  C79 1.098
90 H -4.965 -0.393 -2.159  C79 1.096
91 H -7.327 -0.903 -2.291  C80 1.097
92 H -6.749 -1.381 -0.707  C80 1.095
93 H -7.221 -3.267 -3.079  C81 1.095
94 H -8.269 -3.084 -1.663  C81 1.095
95 H -6.657 -3.781 -1.476  C81 1.094

Which of these has the lowest total charge? C28H62FN2O2